{"formula": "C26H28N2O4", "method": "wB97M-V/def2-TZVPD", "symbols": ["C", "C", "O", "C", "O", "C", "C", "C", "C", "N", "C", "O", "C", "C", "C", "C", "C", "C", "C", "O", "C", "C", "C", "C", "N", "C", "C", "C", "C", "C", "C", "C", "H", "H", "H", "H", "H", "H", "H", "H", "H", "H", "H", "H", "H", "H", "H", "H", "H", "H", "H", "H", "H", "H", "H", "H", "H", "H", "H", "H"], "positions_angstrom": [[-0.816370, -1.986236, 1.042783], [0.199061, -2.503537, 2.048267], [1.475897, -1.872350, 1.907894], [2.295238, -2.351699, 0.966445], [2.003932, -3.238254, 0.209931], [3.645011, -1.653144, 1.051138], [4.743465, -2.447495, 0.339806], [4.585946, -2.359528, -1.175509], [4.564502, -0.898851, -1.607688], [3.490676, -0.192469, -0.938765], [2.534289, 0.420704, -1.673954], [2.509726, 0.374359, -2.889861], [1.491657, 1.187476, -0.917044], [0.193903, 0.753482, -0.932088], [-0.802035, 1.493423, -0.246542], [-2.199558, 1.050444, -0.220910], [-2.743955, 0.247831, -1.218227], [-4.065808, -0.155207, -1.170460], [-4.877954, 0.235548, -0.109822], [-6.180983, -0.106501, 0.044287], [-6.807085, -0.905310, -0.940889], [-8.252602, -1.111861, -0.516777], [-4.338586, 1.049461, 0.891525], [-3.026845, 1.453359, 0.831277], [-0.516044, 2.587196, 0.422499], [0.739582, 3.064046, 0.414343], [1.005067, 4.268220, 1.101080], [2.261461, 4.805501, 1.092149], [3.304446, 4.171401, 0.398884], [3.083428, 2.996174, -0.265601], [1.803797, 2.409718, -0.265635], [3.561508, -0.215851, 0.498388], [-0.495538, -2.228635, 0.033165], [-1.779277, -2.454445, 1.225356], [-0.927740, -0.909208, 1.134820], [0.332119, -3.584058, 1.928499], [-0.110427, -2.276808, 3.070398], [3.872756, -1.570948, 2.119102], [5.714594, -2.039911, 0.632228], [4.700819, -3.490183, 0.657359], [3.653458, -2.840144, -1.469491], [5.411167, -2.874511, -1.668191], [5.516963, -0.416178, -1.351756], [4.393394, -0.806828, -2.681554], [-0.056204, -0.164277, -1.439793], [-2.144642, -0.051132, -2.064643], [-4.452803, -0.769269, -1.968500], [-6.293730, -1.873508, -1.023878], [-6.766345, -0.400946, -1.916262], [-8.754679, -0.152083, -0.432070], [-8.769869, -1.722403, -1.251255], [-8.288547, -1.607301, 0.449532], [-4.980704, 1.351145, 1.704022], [-2.610000, 2.087408, 1.597726], [0.185208, 4.747354, 1.612739], [2.460650, 5.731098, 1.612205], [4.285748, 4.622617, 0.390114], [3.880052, 2.515266, -0.814907], [4.465907, 0.321466, 0.817322], [2.692906, 0.286365, 0.926778]], "forces_ev_per_angstrom": [[0.3846, -0.0197, 0.2012], [-0.4632, -0.3131, -0.1241], [0.0521, 0.3060, 0.1298], [0.3585, 0.1128, 0.1771], [-0.1182, -0.1642, -0.1229], [0.0783, 0.0146, -0.0791], [-0.2910, -0.1284, -0.0777], [0.1330, 0.1581, 0.0841], [0.0772, -0.2558, -0.4569], [0.1210, -0.1395, 0.0283], [0.0108, -0.0094, -0.0153], [-0.1691, 0.0781, -0.1849], [-0.5216, 0.1715, -0.1237], [0.4186, 0.1128, 0.0378], [0.4267, 0.2831, 0.0910], [-0.4406, -0.1724, -0.0982], [0.2234, 0.2203, 0.2571], [-0.4316, -0.1812, -0.0333], [0.2377, 0.1037, 0.0382], [0.0420, 0.1247, 0.1702], [-0.2478, -0.2243, -0.2358], [0.4369, 0.1284, -0.0159], [-0.1912, -0.1206, -0.0938], [0.0408, -0.0986, -0.1160], [-0.5683, -0.1431, -0.0270], [0.6685, -0.1567, -0.2166], [0.1845, 0.1301, 0.0164], [-0.2500, 0.0460, 0.1048], [0.1929, -0.2000, -0.1616], [0.1443, 0.1437, 0.0514], [-0.4185, 0.0411, 0.1519], [-0.1100, -0.0090, 0.5443], [-0.0207, -0.0128, -0.1052], [-0.1455, -0.0365, 0.0154], [-0.0585, 0.0526, 0.0172], [-0.0167, 0.1593, 0.1103], [0.0644, -0.0607, -0.1063], [-0.0364, 0.0273, -0.0995], [0.0251, -0.0006, 0.0436], [0.0771, 0.0165, 0.0562], [0.0508, -0.0028, -0.0709], [0.0134, -0.0113, -0.0426], [-0.0189, 0.0149, -0.0281], [0.1109, 0.0307, 0.1663], [-0.0246, -0.0930, -0.0555], [0.0778, -0.0442, -0.0830], [-0.0654, -0.0445, -0.0474], [0.0014, 0.1425, -0.0254], [0.0700, -0.0715, 0.1030], [-0.0869, 0.0687, -0.0071], [-0.0713, -0.0626, -0.0639], [-0.0437, -0.0689, 0.0765], [-0.0683, 0.0360, 0.1063], [0.0061, 0.0531, 0.0752], [-0.0921, 0.0390, 0.0537], [-0.0179, 0.0689, 0.0479], [0.0799, 0.0113, -0.0234], [0.1140, -0.0254, -0.0254], [-0.1042, -0.0128, 0.0295], [0.1694, -0.0118, -0.0182]], "lumo_energy_ev": 0.0, "homo_lumo_gap_ev": 8.13, "smiles": "CCOC(=O)[C@H]1CCCN(C(=O)c2cc(-c3ccc(OCC)cc3)nc3ccccc23)C1"}